No. 1
A 3-piece molecular cluster, C3H14N2O2 overall in a non-equilibrium geometry, computed with the ωB97M-V functional and the def2-TZVPD basis.

The geometry in XYZ format:
```
21
Properties=species:S:1:pos:R:3:forces:R:3
O 0.951 -2.439 -2.441 0.643 0.641 0.323
O -2.116 1.216 -1.894 0.089 0.156 0.008
N 2.275 -0.400 -0.291 0.092 0.489 -0.363
N -2.356 0.062 1.496 1.033 -0.201 -0.631
C 1.459 0.526 0.578 0.300 -1.821 -0.688
C 0.215 -0.289 0.987 -1.288 1.246 -2.049
C -0.962 0.572 1.486 -0.134 1.059 2.857
H 2.147 -0.104 -1.269 0.039 -0.223 0.629
H 2.062 0.732 1.484 -0.416 0.483 -0.581
H -2.464 -0.543 0.687 -0.368 -0.021 0.093
H 3.266 -0.272 -0.118 -0.047 -0.040 0.063
H 1.739 -1.978 -2.769 -0.269 -0.396 -0.383
H -1.730 1.971 -1.441 0.086 -0.051 0.185
H -2.568 -0.458 2.335 0.155 -0.207 -0.069
H 0.601 -1.110 1.557 -0.380 -0.338 0.998
H -2.717 1.632 -2.517 -0.152 -0.135 -0.150
H -0.265 -0.754 0.111 0.777 -0.072 -0.364
H 0.994 -2.120 -1.526 -0.310 -0.295 0.108
H 1.239 1.369 -0.073 -0.256 0.561 0.787
H -0.726 0.781 2.556 -0.284 0.160 -0.455
H -1.045 1.607 1.065 0.691 -0.996 -0.317
```
Positions in Å, forces in eV/Å.

Summary:
Max |F|   3.05 eV/Å
SMILES   NCCCN.O.O
Calculated total energy   -382.65014 hartree
HOMO level   -9.215 eV
Gap between HOMO and LUMO   9.906 eV

No. 2
A single C3H2ClN3O2 molecule in a non-equilibrium geometry, computed with the ωB97M-V functional and the def2-TZVPD basis.

The geometry in XYZ format:
```
11
Properties=species:S:1:pos:R:3:forces:R:3
Cl 2.182 -0.822 -1.200 -0.839 0.750 0.909
O -1.332 2.569 0.265 -0.945 0.577 0.383
O 0.620 2.414 -0.635 0.782 0.192 -0.589
N -0.333 1.970 -0.038 0.270 -1.539 0.452
N -0.922 0.046 1.270 -1.830 -5.493 4.037
N -0.684 -1.294 1.349 -2.308 4.484 1.161
C 0.460 -0.540 -0.515 -1.688 -0.099 -0.936
C -0.268 0.581 0.320 3.975 1.790 -3.978
C 0.058 -1.666 0.373 1.969 -0.432 -1.267
H 0.357 -2.689 0.248 0.134 -0.171 0.013
H -0.137 -0.570 -1.437 0.479 -0.058 -0.184
```
Positions in Å, forces in eV/Å.

Summary:
⟨S²⟩   2.020
Max |F|   7.06 eV/Å
Calculated total energy   -890.15550 hartree
HOMO level (spin up / spin down)   -8.010 / -11.357 eV
Gap between HOMO and LUMO (spin up / spin down)   7.438 / 6.603 eV
Multiplicity   3

No. 3
A single C6H11N molecule in a non-equilibrium geometry, computed with the ωB97M-V functional and the def2-TZVPD basis.

The geometry in XYZ format:
```
18
Properties=species:S:1:pos:R:3:forces:R:3
N -0.825 0.308 -1.275 0.528 1.031 -0.398
C -1.000 2.929 0.055 1.073 -1.306 -0.378
C 0.327 -0.668 0.603 1.254 -1.345 -0.223
C -0.286 1.696 0.653 -1.065 1.363 -0.932
C 0.932 -1.614 -0.130 -0.311 -0.155 -1.174
C 1.416 -2.990 0.223 -0.118 -0.192 0.371
C -0.189 0.544 -0.031 -1.213 -0.079 1.506
H -1.480 -0.460 -1.233 0.199 -0.079 0.076
H -0.856 2.918 -1.032 -0.454 0.083 0.065
H -0.151 1.842 1.715 0.931 -0.665 0.054
H 1.311 -3.744 -0.564 -0.410 0.509 -0.305
H 0.813 -3.377 1.047 0.583 -0.044 0.377
H -1.298 1.154 -1.580 0.003 -0.429 -0.093
H -0.517 3.858 0.346 -0.310 0.058 0.473
H 2.498 -3.018 0.385 -0.119 0.142 0.599
H -2.051 2.847 0.333 -0.094 0.558 -0.156
H 1.042 -1.416 -1.196 -0.143 0.246 0.092
H 0.313 -0.809 1.680 -0.335 0.305 0.044
```
Positions in Å, forces in eV/Å.

Summary:
Max |F|   1.96 eV/Å
SMILES   C/C=C(N)/C=C/C
Calculated total energy   -289.91627 hartree
HOMO level   -7.781 eV
Gap between HOMO and LUMO   8.848 eV

No. 4
C12H37BN3O3Pb as an isolated structure in a non-equilibrium geometry, computed with the ωB97M-V functional and the def2-TZVPD basis.

The geometry in XYZ format:
```
57
Properties=species:S:1:pos:R:3:forces:R:3
Pb -0.834 -0.977 -0.312 -0.346 -1.674 -1.704
O 0.267 3.007 -1.459 -0.340 0.477 0.430
O -1.344 1.259 0.548 -0.490 2.395 1.026
O 1.242 -2.396 -0.055 1.291 -1.366 0.497
N 1.410 0.412 0.667 1.038 0.272 -0.446
N -0.659 0.774 -2.223 -1.369 -0.208 -1.035
N -1.081 -2.511 1.623 -0.984 0.067 1.473
C 2.355 -2.604 -0.893 0.789 0.792 0.313
C -2.544 2.000 0.407 -1.056 1.837 -0.557
C 0.245 -2.787 2.053 1.574 -3.212 1.957
C 0.380 4.412 -1.267 0.610 -1.083 -0.375
C 0.674 0.804 1.831 -0.233 1.826 1.143
C 0.825 0.557 -4.234 -0.080 0.848 0.089
C 0.578 2.648 -2.778 0.320 0.391 -0.326
C 1.569 1.502 2.876 0.658 -0.048 0.158
C 1.131 -3.382 0.974 -0.796 1.023 -0.226
C 0.566 1.180 -2.842 0.741 -1.807 0.323
C 0.140 -3.833 3.230 -0.685 -0.464 -1.186
C -0.414 1.831 1.497 -0.378 -1.743 0.436
B -3.489 -1.744 -0.435 -0.505 -0.284 -0.106
H -0.924 1.469 -1.540 -0.055 0.110 0.064
H 1.815 2.539 2.651 0.405 -0.051 -0.804
H -4.117 -1.737 -1.313 -2.000 0.029 -3.649
H -2.504 2.805 -0.326 1.090 0.463 -0.290
H 1.633 1.210 0.089 -0.459 0.520 -0.254
H 1.685 1.065 -4.668 0.234 -0.107 -0.012
H 2.214 -2.022 -1.804 -0.174 -0.319 -0.093
H 2.450 0.861 2.882 0.444 0.458 0.392
H 1.255 1.648 3.910 -0.705 -0.808 0.048
H -0.892 1.981 2.465 -0.550 0.301 -0.097
H 0.171 4.551 -0.206 0.138 0.576 -0.252
H 0.675 -1.937 2.583 0.226 0.365 -0.814
H 2.075 -3.695 1.421 0.311 0.143 -0.225
H -4.126 -2.119 0.351 -2.128 -1.224 3.490
H -1.374 0.775 -2.936 -0.463 -0.305 -0.019
H 0.077 2.764 1.220 -0.267 0.078 -0.642
H -3.142 -0.738 -0.254 1.053 4.321 0.961
H 1.402 4.616 -1.587 0.278 0.766 0.619
H -1.679 -3.323 1.667 0.057 -0.966 -0.981
H -3.427 1.532 -0.027 0.483 -1.473 0.579
H -0.734 -3.503 3.792 0.666 0.211 1.059
H 2.654 -3.637 -1.075 -0.763 -0.299 -0.282
H -0.249 4.984 -1.948 -0.493 -0.007 0.231
H -2.869 2.542 1.295 0.188 -0.467 0.523
H -2.624 -2.376 -0.559 2.980 -2.935 -0.672
H -1.422 -2.130 2.494 -0.836 1.330 -0.190
H 0.636 -4.232 0.504 -0.049 -0.418 0.274
H 1.332 0.842 -2.145 0.576 -0.232 -0.116
H -0.260 -4.781 2.871 0.092 -0.215 -0.632
H 0.273 -0.075 2.336 -0.362 0.053 -0.358
H 0.994 -0.519 -4.286 0.004 0.081 0.594
H 2.340 0.127 0.937 0.170 -0.636 0.164
H 1.587 3.006 -2.983 -0.053 0.539 -0.683
H 1.050 -4.145 3.743 -0.072 0.735 0.432
H 0.015 0.752 -4.937 -0.327 0.152 0.141
H -0.241 2.948 -3.432 0.287 0.877 -0.490
H 3.233 -2.201 -0.389 0.314 0.313 0.100
```
Positions in Å, forces in eV/Å.

Summary:
⟨S²⟩   0.753
Max |F|   4.55 eV/Å
Calculated total energy   -1086.77880 hartree
HOMO level (spin up / spin down)   -2.919 / -7.345 eV
Gap between HOMO and LUMO (spin up / spin down)   3.322 / 7.710 eV
Multiplicity   2

No. 5
A 2-piece molecular cluster, C2H5ClN2O2 overall in a non-equilibrium geometry, computed with the ωB97M-V functional and the def2-TZVPD basis.

The geometry in XYZ format:
```
12
Properties=species:S:1:pos:R:3:forces:R:3
Cl -1.950 0.485 -0.924 -0.048 0.000 -0.278
O -0.325 0.298 3.014 0.757 -0.594 -0.243
O 1.196 -1.052 1.131 0.783 -0.325 0.879
N -0.660 0.140 1.657 -1.301 1.115 1.102
N 0.129 -0.499 0.991 -0.598 0.231 -3.852
C -0.469 -0.360 -0.983 0.456 -0.427 2.592
C 0.691 0.270 -1.651 0.175 0.127 0.061
H 0.736 -0.055 -2.695 -0.033 0.029 0.046
H 1.612 -0.061 -1.160 -0.085 -0.067 -0.011
H -0.993 0.906 3.355 -0.083 -0.135 -0.381
H -0.596 -1.428 -1.118 -0.042 0.055 0.061
H 0.628 1.355 -1.617 0.019 -0.007 0.023
```
Positions in Å, forces in eV/Å.

Summary:
Max |F|   3.91 eV/Å
Calculated total energy   -799.20586 hartree
HOMO level   -9.238 eV
Gap between HOMO and LUMO   9.372 eV

No. 6
A 4-piece molecular cluster, C24H57IN4O3 overall in a non-equilibrium geometry, computed with the ωB97M-V functional and the def2-TZVPD basis.

The geometry in XYZ format:
```
89
Properties=species:S:1:pos:R:3:forces:R:3
I -3.627 2.856 0.503 0.551 -0.670 -0.302
O -1.823 -1.305 2.628 -2.576 0.888 0.722
O -4.087 -1.930 2.670 3.858 2.369 1.797
O -3.239 -0.771 4.516 1.010 -0.534 -2.979
N 0.759 5.021 -3.325 -0.211 -0.112 0.363
N 1.100 -2.000 -6.360 0.145 -0.086 -0.357
N -3.440 1.594 5.206 0.342 -0.800 -1.869
N 1.153 -2.484 7.306 0.000 0.233 0.376
C 0.357 -1.806 6.288 0.190 0.001 -0.278
C 0.455 2.485 -3.302 -0.140 -0.228 0.013
C -1.324 0.738 1.176 0.041 -0.803 -0.623
C 2.630 6.396 -4.238 -0.056 0.047 -0.064
C -0.647 -0.672 -5.175 0.060 0.044 0.068
C -3.993 0.493 4.395 -1.644 0.575 0.561
C -0.713 -2.620 5.564 -0.243 0.017 -0.145
C 2.814 -3.418 5.696 -0.033 0.044 -0.080
C -2.028 1.489 -0.068 1.838 -0.568 0.153
C -0.219 5.467 -4.313 0.107 0.298 -0.098
C -0.257 4.735 -5.654 -0.187 -0.043 -0.207
C 2.212 -1.476 -5.573 -0.136 0.288 0.093
C 2.154 5.034 -3.747 -0.040 0.135 -0.075
C 2.518 -2.153 -4.238 0.234 -0.018 0.181
C -2.412 2.399 4.486 0.098 1.002 -0.052
C -0.199 -2.031 -5.700 0.058 0.138 0.050
C -1.852 -0.795 1.269 1.035 0.404 -1.666
C -0.605 -3.683 8.723 -0.233 -0.037 0.163
C 1.879 -3.671 6.873 0.002 0.099 -0.132
C 0.391 3.826 -2.573 0.177 0.071 0.139
C -3.110 -1.361 3.210 -2.628 -1.532 -0.422
C 0.507 -2.641 8.606 0.210 -0.051 0.070
C 1.519 -4.522 -6.362 0.126 -0.238 -0.033
C 1.390 -3.208 -7.129 -0.183 0.039 -0.129
H 2.300 -3.052 -7.717 0.013 0.155 0.148
H -2.707 2.473 3.377 0.480 -0.200 1.740
H -1.342 2.008 4.588 -1.354 0.463 -0.216
H -0.342 -3.587 5.218 0.036 0.016 0.077
H 3.121 -1.475 -6.184 -0.197 -0.158 -0.120
H -0.734 3.758 -5.573 0.122 -0.008 -0.041
H -1.521 -3.353 8.233 0.047 -0.091 -0.049
H -1.198 2.118 -0.563 -1.710 -0.858 0.594
H 2.498 -4.031 7.701 -0.209 0.139 0.136
H 1.042 -1.403 5.533 0.061 -0.104 0.060
H 2.433 7.173 -3.494 -0.053 -0.088 -0.054
H 0.686 -4.687 -5.675 0.053 0.042 -0.014
H -0.111 -0.917 6.725 0.089 -0.159 0.206
H -1.050 -2.072 4.681 0.147 -0.064 0.167
H -0.850 -3.838 9.778 0.032 0.003 -0.052
H 0.595 -3.330 -7.875 -0.065 0.119 0.123
H 0.359 1.670 -2.576 0.025 0.015 -0.025
H 2.150 6.683 -5.176 0.021 0.022 0.059
H 2.785 4.763 -2.894 -0.249 -0.124 0.066
H 1.527 -5.358 -7.068 -0.016 0.053 0.035
H -0.041 6.529 -4.513 0.118 -0.068 0.049
H 3.709 6.371 -4.416 -0.088 -0.040 -0.005
H -0.847 5.317 -6.369 0.042 -0.032 0.058
H -3.131 1.288 6.136 -0.273 0.059 -0.684
H -1.220 5.442 -3.869 0.179 -0.142 0.163
H 1.046 3.764 -1.696 0.097 0.122 -0.102
H 1.402 2.340 -3.826 -0.053 0.031 0.002
H 1.623 -2.309 -3.631 0.003 -0.015 -0.066
H 2.020 -0.416 -5.377 -0.121 -0.061 -0.018
H -4.084 0.743 3.275 0.253 0.106 1.845
H 1.282 -2.893 9.340 0.077 -0.032 -0.159
H 3.418 -4.308 5.503 -0.080 0.040 0.021
H -2.854 -0.892 0.737 1.059 -0.042 1.178
H -1.675 -0.736 -4.808 0.076 -0.035 -0.010
H 0.118 -1.673 8.936 0.025 0.034 -0.210
H -0.024 -0.331 -4.344 -0.022 0.029 -0.059
H 3.021 -3.111 -4.372 -0.120 -0.008 0.061
H -5.059 0.284 4.784 1.703 0.089 -0.601
H 0.736 4.605 -6.089 -0.020 -0.010 0.061
H -0.615 3.953 -2.159 -0.022 0.169 -0.158
H 2.264 -3.192 4.779 0.047 0.017 0.037
H 2.453 -4.574 -5.803 -0.087 -0.004 0.061
H 2.351 4.286 -4.527 0.110 -0.039 -0.077
H 1.199 -4.494 6.616 0.016 -0.129 -0.053
H -1.592 -2.785 6.189 0.056 -0.101 -0.038
H 3.194 -1.519 -3.655 -0.046 -0.031 -0.046
H -0.364 2.371 -4.013 0.098 -0.012 -0.044
H -0.207 0.655 0.891 -1.691 0.375 0.743
H -0.220 -2.756 -4.876 -0.098 -0.042 0.099
H -0.312 -4.652 8.313 -0.010 0.069 -0.020
H -2.459 3.484 4.878 0.264 -1.712 -0.520
H 3.496 -2.590 5.907 -0.110 -0.024 0.007
H -0.955 -2.361 -6.420 0.243 -0.118 -0.101
H -1.442 1.277 2.173 0.189 -0.741 -1.480
H -1.098 -1.438 0.673 -1.288 0.902 1.021
H -0.620 0.084 -5.964 0.072 -0.072 0.046
H -2.417 0.706 -0.802 0.354 1.318 0.917
```
Positions in Å, forces in eV/Å.

Summary:
Max |F|   4.87 eV/Å
SMILES   CNCOC(=O)OCCCI.CCN(CC)CC.CCN(CC)CC.CCN(CC)CC
Calculated total energy   -1690.94375 hartree
HOMO level   -7.989 eV
Gap between HOMO and LUMO   8.097 eV

No. 7
C9H15FN2NaO3S as an isolated structure in a non-equilibrium geometry, computed with the ωB97M-V functional and the def2-TZVPD basis.

The geometry in XYZ format:
```
32
Properties=species:S:1:pos:R:3:forces:R:3
S -2.435 -0.888 -0.194 -1.194 1.501 -1.804
Na 2.387 0.082 4.987 0.132 -0.218 0.521
F -3.105 -1.624 0.999 0.900 -0.338 -0.123
O -2.256 0.470 0.179 0.793 -0.028 1.244
O -3.248 -1.064 -1.331 -0.432 -0.930 -0.545
O -0.668 -0.693 2.615 -0.342 -0.054 0.531
N 1.007 0.222 1.429 0.228 -1.062 0.360
N -1.037 -1.699 -0.493 0.237 -0.205 1.059
C 2.315 -0.328 1.035 -0.446 0.599 -0.806
C -1.145 3.449 -2.044 0.343 -0.781 0.244
C 1.065 1.163 2.515 0.425 0.927 -0.802
C -0.350 -1.264 -1.722 0.912 0.330 -0.172
C -0.191 -1.948 0.674 0.266 0.050 0.292
C 0.086 0.220 -1.800 -0.296 0.023 -1.047
C -0.694 0.971 -2.929 0.173 0.656 0.549
C 0.025 -0.755 1.629 -0.126 -0.015 0.225
C -0.983 2.342 -2.486 -0.069 0.246 -0.010
H 1.136 0.276 -2.098 0.011 -0.147 0.226
H -1.618 0.456 -3.187 -0.020 0.004 -0.010
H -0.058 1.044 -3.811 -0.177 -0.218 -0.165
H -0.671 -2.719 1.279 -0.072 0.199 0.127
H -1.179 4.308 -1.426 -0.238 0.401 -0.231
H -0.923 -1.545 -2.604 -0.325 0.037 0.218
H 3.056 0.466 1.109 0.069 -0.130 0.142
H -0.014 0.771 -0.870 -0.148 -0.249 0.084
H 0.559 -1.867 -1.780 -0.197 -0.244 0.218
H 1.485 0.717 3.443 -0.582 0.171 -0.445
H 2.598 -1.212 1.621 0.110 0.123 -0.008
H 0.767 -2.376 0.379 -0.139 0.118 -0.427
H 1.728 1.976 2.209 0.128 -0.129 0.136
H 0.102 1.627 2.697 -0.113 -0.357 0.302
H 2.261 -0.575 -0.026 0.190 -0.280 0.117
```
Positions in Å, forces in eV/Å.

Summary:
Max |F|   2.63 eV/Å
Calculated total energy   -1347.18795 hartree
HOMO level   -11.752 eV
Gap between HOMO and LUMO   6.538 eV
Charge   +1

No. 8
A 2-piece molecular cluster, C2HNO2 overall in a non-equilibrium geometry, computed with the ωB97M-V functional and the def2-TZVPD basis.

The geometry in XYZ format:
```
6
Properties=species:S:1:pos:R:3:forces:R:3
O 0.917 1.464 -1.269 1.955 0.287 1.699
O -0.283 1.058 -1.872 -2.173 -1.362 -0.527
N -1.451 2.360 1.075 1.380 -1.964 -1.389
C -0.843 1.619 0.405 -1.241 2.163 1.235
C -0.059 0.827 -0.529 0.528 -3.398 1.411
H 0.149 -0.593 0.120 -0.449 4.273 -2.429
```
Positions in Å, forces in eV/Å.

Summary:
Max |F|   4.94 eV/Å
Calculated total energy   -281.81787 hartree
HOMO level   -11.411 eV
Gap between HOMO and LUMO   11.294 eV